{
  "formula": "C31H44F16NO8",
  "method": "wB97M-V/def2-TZVPD",
  "energy_ev": -94203.873,
  "total_charge": 0,
  "multiplicity": 2,
  "elements": ["C", "C", "O", "O", "C", "C", "C", "C", "C", "C", "C", "C", "C", "O", "O", "C", "C", "O", "C", "C", "C", "C", "N", "O", "C", "C", "C", "C", "H", "H", "H", "H", "H", "H", "H", "H", "H", "H", "H", "H", "H", "H", "H", "H", "H", "H", "H", "H", "H", "H", "H", "H", "H", "H", "H", "H", "H", "H", "H", "H", "H", "H", "H", "H", "C", "C", "C", "F", "F", "F", "F", "O", "C", "C", "F", "F", "F", "F", "H", "H", "H", "H", "C", "C", "C", "F", "F", "F", "F", "O", "C", "C", "F", "F", "F", "F", "H", "H", "H", "H"],
  "xyz": [[-4.8023, -5.4388, -4.0618], [-3.9822, -6.2123, -5.1867], [-3.6083, -7.3885, -4.9392], [-3.5907, -5.6757, -6.4405], [-2.7728, -4.4832, -6.2479], [-1.2687, -4.8367, -6.7078], [-0.5520, -5.6943, -5.5538], [0.5937, -4.8525, -4.8027], [0.2339, -4.5090, -3.2461], [1.2847, -5.2333, -2.2844], [1.7654, -4.3170, -1.0243], [2.2895, -2.8841, -1.5003], [1.3609, -1.6462, -1.1646], [0.1916, -1.4594, -1.5311], [1.9580, -0.5684, -0.3745], [2.1074, 0.5228, -1.3021], [2.1573, 2.0488, -0.7782], [2.2466, 0.3547, -2.5358], [0.5502, -4.3204, 0.0150], [0.9503, -4.1644, 1.5634], [-0.2842, -4.8029, 2.3981], [0.9473, -2.5904, 1.9894], [2.2859, -4.6822, 1.9325], [2.4404, -4.9292, 3.2031], [2.8130, -5.7403, 1.0360], [2.0115, -7.1300, 1.0497], [4.3019, -6.0957, 1.6020], [3.0517, -5.1266, -0.4228], [-4.1959, -5.4598, -3.1017], [-5.7718, -6.0175, -3.9022], [-4.9730, -4.3593, -4.4101], [-3.1641, -3.6560, -6.9380], [-2.7056, -4.1308, -5.1668], [-1.3294, -5.4757, -7.6647], [-0.6823, -3.8951, -7.0153], [-1.2654, -6.1599, -4.7984], [-0.0359, -6.5776, -6.0882], [1.5714, -5.4230, -4.9150], [0.7213, -3.8711, -5.3874], [0.2199, -3.3737, -3.1859], [-0.8495, -4.8597, -3.0953], [0.8426, -6.2206, -1.8836], [2.2179, -5.5077, -2.8758], [2.3694, -2.9252, -2.6519], [3.3463, -2.6135, -1.1460], [1.1867, 2.6069, -0.9790], [2.3734, 2.0568, 0.3468], [3.0420, 2.5404, -1.3090], [-0.2977, -3.5866, -0.2362], [0.0599, -5.3628, -0.0722], [-1.1369, -4.0306, 2.2867], [-0.6964, -5.7615, 1.9237], [-0.0886, -4.8831, 3.5131], [0.0566, -2.0341, 1.5150], [0.9122, -2.5036, 3.1279], [1.9449, -2.1447, 1.6492], [2.0416, -7.5718, -0.0127], [0.9426, -7.0701, 1.4265], [2.5766, -7.8867, 1.7092], [4.8085, -6.7285, 0.7932], [4.2027, -6.7332, 2.5455], [4.8623, -5.1161, 1.8155], [3.9984, -4.4986, -0.3758], [3.2983, -6.0220, -1.1074], [0.1213, 6.4003, -1.0940], [-0.9523, 7.4861, -1.2880], [-1.1925, 8.3838, -0.0765], [-1.6155, 7.6863, 0.9982], [-2.1601, 9.2979, -0.3452], [-2.1025, 6.9061, -1.7068], [-0.5401, 8.2787, -2.3196], [-0.3408, 5.0908, -0.7509], [-0.6019, 4.8678, 0.6162], [-2.0828, 4.5928, 0.9023], [-2.8697, 5.6084, 0.4905], [-2.2954, 4.4489, 2.2337], [-0.1027, 5.8946, 1.3356], [0.1268, 3.7809, 0.9623], [0.6000, 6.2665, -2.0682], [0.9290, 6.7301, -0.4352], [-0.2854, 8.9318, 0.1948], [-2.4145, 3.6839, 0.3950], [-1.5271, 8.7192, 4.3760], [-0.0590, 8.2389, 4.3590], [0.2119, 6.8942, 5.0361], [-0.0972, 6.8953, 6.3440], [1.5333, 6.5880, 4.9591], [0.7292, 9.2151, 4.8702], [0.3019, 8.1156, 3.0478], [-1.8995, 9.6669, 5.3882], [-2.2448, 9.1635, 6.6615], [-1.2650, 9.6001, 7.7569], [-0.0025, 9.2070, 7.4861], [-1.5989, 9.0473, 8.9478], [-2.3988, 7.8283, 6.5921], [-3.4706, 9.6640, 6.9382], [-1.6732, 9.2673, 3.4409], [-2.2355, 7.8886, 4.3206], [-0.3455, 6.0891, 4.5480], [-1.2622, 10.6872, 7.8649]],
  "atomic_forces_ev_per_a": [[0.423, 0.449, -1.251], [1.658, -3.935, 0.888], [-1.686, 4.051, -0.950], [-0.483, 0.631, 2.814], [1.586, 1.032, -1.318], [-0.821, -0.719, 0.038], [1.263, -0.176, -0.874], [-0.631, 0.221, -0.218], [0.147, -0.436, -1.495], [-0.243, 0.800, 0.257], [0.291, -1.288, -0.042], [0.081, 0.860, -0.541], [-2.658, 0.181, -1.143], [3.897, -1.134, 1.315], [-0.172, 1.034, -2.809], [0.590, 1.178, -2.860], [0.674, -1.238, 1.073], [-0.578, -0.191, 4.392], [0.198, -0.936, 0.400], [-2.445, 2.186, 0.465], [-0.551, 0.770, -0.514], [0.486, -0.468, -0.206], [-1.152, -1.994, 0.531], [-0.029, 0.712, -1.249], [2.548, -0.809, -0.269], [0.313, -0.446, -0.279], [-0.785, -0.020, -0.314], [-0.548, -0.664, 0.369], [-0.747, 0.001, -1.298], [1.319, 0.925, -0.288], [-0.042, -1.599, 0.749], [0.276, -1.135, 1.186], [-0.470, -0.456, -1.339], [-0.118, 0.986, 1.455], [-0.903, -1.312, 0.806], [0.715, 0.731, -1.137], [-0.846, 1.248, 0.937], [-1.164, 0.780, 0.436], [-0.059, -1.375, 0.948], [0.169, -1.474, 0.421], [1.636, 0.460, 0.137], [0.751, 1.536, -0.526], [-1.179, 0.456, 0.628], [-0.265, 0.367, 1.705], [-1.668, -0.584, -0.229], [1.294, -1.004, 0.092], [-0.449, 0.073, -1.576], [-1.431, -0.736, 0.599], [1.513, -0.906, 0.325], [0.844, 1.550, 0.049], [1.252, -1.190, 0.142], [0.817, 1.183, 0.919], [0.001, -0.138, -1.536], [1.442, -0.880, 0.760], [-0.010, -0.147, -1.573], [-1.492, -0.374, 0.406], [-0.278, 0.683, 1.572], [1.375, 0.039, -0.593], [-0.982, 1.246, -0.887], [-0.491, 0.992, 1.140], [0.262, 1.129, -1.289], [-0.690, -1.616, -0.346], [-1.330, -0.547, -0.058], [-0.390, 1.417, 1.014], [0.757, -0.307, -0.630], [-0.297, -0.780, -0.441], [-0.280, 0.858, 0.272], [-0.118, 0.287, -0.179], [0.122, -0.142, -0.263], [0.065, 0.177, 0.254], [0.209, 0.178, 0.415], [-0.742, 0.502, 1.221], [1.457, 0.437, -1.007], [-0.795, -0.169, 0.002], [0.215, -0.212, -0.077], [0.421, -0.013, -0.004], [-0.262, -0.656, 0.416], [-0.529, -0.059, 0.114], [-0.307, -0.002, 0.020], [-0.307, 0.075, 0.087], [0.088, -0.124, -0.082], [0.240, -0.045, -0.024], [-0.577, 0.399, -0.471], [-0.184, 0.948, 0.327], [0.510, -0.752, -0.059], [-0.056, 0.157, -0.017], [-0.037, 0.231, -0.271], [-0.010, -0.305, 0.077], [-0.094, -0.343, 0.081], [0.572, -0.908, 1.008], [-0.652, -0.091, -1.749], [0.509, 0.298, 0.525], [-0.217, 0.033, -0.198], [-0.331, -0.037, -0.251], [0.058, 0.114, 0.500], [0.368, 0.172, 0.324], [0.204, 0.034, 0.174], [0.249, -0.059, 0.211], [-0.086, 0.133, -0.123], [-0.199, -0.010, -0.139]]
}